[1]
20
Properties=species:S:1:pos:R:3:forces:R:3 method="wB97M-V/def2-TZVPD" charge=-1 spin_multiplicity=3 homo_lumo_gap_ev="4.22 / 5.59"
C 0.237 0.113 0.154 6.63 8.26 6.29
C -0.243 -1.970 -0.410 2.61 2.38 1.12
C 0.618 -1.972 0.873 -1.45 -0.10 1.48
C 1.611 2.045 -0.729 0.36 -6.33 -1.86
C 0.314 1.578 0.023 1.75 0.83 1.42
N -0.327 -0.568 -0.715 -7.29 -6.41 -6.72
O -2.447 1.405 -0.639 -0.07 -2.87 2.06
O -3.019 -1.101 -0.141 -0.34 -0.58 0.43
O -1.593 0.270 1.554 -0.30 -0.62 0.29
O 0.948 -0.577 1.074 1.45 -1.85 0.33
P -2.255 0.111 0.224 -2.12 3.45 -3.41
H 0.347 -2.304 -1.213 0.40 -1.56 -1.38
H -1.209 -2.320 -0.251 -1.74 -1.22 -0.34
H -0.135 -2.180 1.735 1.62 -0.27 -1.10
H 1.516 -2.675 0.803 -1.06 1.20 0.49
H 2.508 1.328 -0.428 -1.55 1.82 -0.26
H 1.802 3.011 -0.606 1.12 4.23 0.72
H 1.549 1.850 -1.874 -0.22 0.32 1.74
H -0.580 1.908 -0.539 0.50 0.02 0.65
H 0.358 2.049 1.105 -0.30 -0.71 -1.97


[2]
17
Properties=species:S:1:pos:R:3:forces:R:3 method="wB97M-V/def2-TZVPD" charge=0 smiles="C=C(C)C.ON=C=S" de_lowest_ev=4.812 homo_lumo_gap_ev=9.16
C -1.033 -1.387 0.749 -1.39 2.20 0.91
C -0.901 -0.208 0.090 0.02 -1.23 -0.79
C -0.347 -0.202 -1.330 -2.18 -4.39 0.31
C -1.413 1.101 0.545 -2.30 1.44 -0.90
H -0.560 -2.266 0.430 0.29 -1.25 -0.79
H -1.704 -1.497 1.634 0.98 0.34 -0.49
H -1.231 -0.407 -2.023 1.10 0.79 0.74
H 0.302 -1.093 -1.504 -0.34 0.62 0.11
H 0.184 0.626 -1.548 1.50 2.91 -0.97
H -2.306 1.457 -0.155 1.54 -0.97 1.27
H -0.708 1.962 0.367 -0.31 -1.06 0.74
H -1.844 1.004 1.563 0.55 0.56 -0.52
O 1.909 -1.223 0.519 -1.32 0.39 0.06
N 2.363 -0.093 -0.068 0.90 -0.12 -0.42
C 3.071 0.857 0.092 -2.07 0.11 0.27
S 3.330 2.418 0.161 1.10 0.22 -0.03
H 0.889 -1.048 0.477 1.92 -0.58 0.49


[3]
17
Properties=species:S:1:pos:R:3:forces:R:3 method="wB97M-V/def2-TZVPD" charge=0 de_lowest_ev=5.484 homo_lumo_gap_ev="8.19 / 6.98"
C 1.963 0.207 -0.684 -0.82 1.62 0.15
C 0.962 0.827 1.445 -0.76 1.57 2.01
C -0.892 -1.975 -0.818 2.64 -2.77 1.90
C 1.192 1.086 -0.012 -4.70 2.98 1.22
C -1.127 0.382 -0.703 1.18 -0.43 -0.21
N 2.677 -0.557 -1.111 2.33 -2.73 -1.70
O -1.241 -0.821 -0.115 -0.18 0.88 1.02
S -1.957 1.702 0.041 0.78 -0.69 2.20
H 0.054 0.215 1.688 0.61 -0.10 -0.49
H 0.717 1.804 2.015 0.67 -1.31 -1.01
H 1.783 0.373 2.012 0.02 -0.02 -0.47
H -0.976 -2.957 -0.152 0.18 2.49 -0.89
H 0.135 -2.011 -1.271 -0.80 0.54 0.60
H -1.587 -2.109 -1.540 -2.16 -0.50 -2.66
H 0.554 2.026 -0.364 2.46 -2.13 0.10
H -0.932 0.440 -1.776 -0.10 -0.14 0.24
H -1.324 1.372 1.345 -1.35 0.75 -2.02


[4]
17
Properties=species:S:1:pos:R:3:forces:R:3 method="wB97M-V/def2-TZVPD" charge=0 de_lowest_ev=11.177 homo_lumo_gap_ev=7.69
C 1.924 -0.778 1.396 4.21 0.46 0.41
C -0.017 -0.234 0.284 -1.23 -0.29 2.68
C -0.034 0.791 1.505 -1.76 1.61 -0.64
C -1.387 -0.871 -0.092 3.26 -7.38 2.35
C 0.272 0.523 -0.861 0.53 2.59 -4.23
H 1.554 -1.411 2.834 1.52 1.84 -3.65
H 1.992 0.633 1.375 0.32 -5.22 0.57
H 3.310 -1.146 0.722 -3.61 0.72 2.73
H 0.530 -2.304 0.352 2.12 4.34 0.62
H -1.170 1.089 1.256 2.48 0.65 1.60
H 0.854 1.752 1.002 -3.37 -2.57 2.42
H 0.143 0.323 2.683 -0.53 1.61 -3.90
H -2.114 -0.260 -0.406 -3.03 2.47 -1.20
H 1.064 0.034 -1.403 0.35 0.00 -0.46
N 1.024 -1.167 0.403 -1.58 -5.20 0.43
O -1.514 -2.136 -0.056 0.42 4.77 -0.27
S -0.361 1.873 -1.511 -0.09 -0.40 0.53


[5]
16
Properties=species:S:1:pos:R:3:forces:R:3 method="wB97M-V/def2-TZVPD" charge=0 smiles="C=CC[C@H](S)N=C" de_lowest_ev=3.355 homo_lumo_gap_ev=9.62
C 2.230 0.610 0.672 -0.08 -0.97 -0.70
C 1.509 1.329 -0.195 0.27 2.00 0.39
C -0.050 1.506 -0.045 1.09 -2.90 -0.74
C -0.724 0.162 -0.488 -0.86 -1.53 4.23
S -2.514 0.377 -0.099 -0.17 -2.20 -1.11
N -0.174 -1.198 0.495 0.13 3.58 -1.63
C -0.728 -2.257 0.172 0.47 -2.24 2.62
H 3.300 0.363 0.550 -0.57 0.71 0.00
H 1.718 -0.027 1.395 0.11 0.41 -0.03
H 2.059 2.019 -0.954 -1.22 -1.49 1.14
H -0.407 2.239 -0.741 -0.21 0.64 -0.08
H -0.497 1.624 0.965 0.96 0.47 -0.40
H -0.721 -0.257 -1.439 0.86 -0.07 -1.91
H -2.900 -0.920 -0.656 0.40 2.25 0.91
H -0.515 -3.214 0.787 0.06 1.45 -1.02
H -1.583 -2.357 -0.418 -1.25 -0.13 -1.67


[6]
16
Properties=species:S:1:pos:R:3:forces:R:3 method="wB97M-V/def2-TZVPD" charge=0 smiles="CCC=S.CC#N" de_lowest_ev=2.041 homo_lumo_gap_ev=8.63
C -1.653 -2.429 -1.127 3.50 0.83 -5.16
C -1.765 -0.885 -1.148 -3.10 0.04 0.40
C -1.117 -0.233 0.009 3.64 -0.90 0.54
S -1.675 0.907 0.972 -0.54 0.34 0.29
H -2.179 -2.916 -2.032 0.52 0.85 1.64
H -1.849 -2.903 -0.249 -0.90 -1.10 2.48
H -0.489 -2.632 -1.380 -2.49 0.16 0.75
H -2.901 -0.556 -1.133 2.18 -0.56 -0.19
H -1.302 -0.454 -2.040 -0.07 -0.22 -0.09
H 0.041 -0.563 0.209 -2.77 0.58 -0.64
C 1.072 3.306 0.975 -3.05 2.49 1.59
C 1.646 2.119 0.519 0.95 -1.49 0.20
N 2.055 1.162 0.044 0.27 -0.51 -0.17
H 1.496 4.125 0.425 0.31 0.53 -0.24
H 1.033 3.648 2.099 0.37 -1.40 -2.13
H -0.006 3.223 0.602 1.17 0.37 0.75


[7]
16
Properties=species:S:1:pos:R:3:forces:R:3 method="wB97M-V/def2-TZVPD" charge=0 de_lowest_ev=4.149 homo_lumo_gap_ev=9.29
C -1.515 2.318 0.060 1.59 0.77 0.45
C 1.659 -0.490 -0.220 -0.28 -0.81 0.83
C 0.327 -0.517 -0.950 -0.26 0.74 0.68
C 0.610 -1.508 0.082 0.04 -0.51 0.21
C 0.119 -2.452 0.876 0.33 -0.40 0.08
N -2.527 2.580 -0.709 -1.34 -1.75 0.04
S -0.491 3.702 0.409 0.29 -0.61 -0.02
H 2.492 -0.850 -0.798 0.31 -0.07 0.02
H 1.886 0.250 0.537 -0.03 0.18 -0.17
H -0.343 0.237 -0.493 -0.02 -0.30 -1.16
H 0.393 -0.716 -2.014 -0.47 0.08 0.12
H 0.641 -2.806 1.770 0.21 0.24 -0.40
H -0.794 -3.041 0.702 0.17 0.80 -0.24
H 0.552 2.946 0.866 -0.63 0.46 -0.06
H -3.101 1.774 -0.822 -0.38 -0.71 -0.23
H -3.032 3.333 -1.108 0.45 1.89 -0.16


[8]
16
Properties=species:S:1:pos:R:3:forces:R:3 method="wB97M-V/def2-TZVPD" charge=0 smiles="CN[C@H]1CCC1=S" de_lowest_ev=4.078 homo_lumo_gap_ev=8.38
C 2.475 -0.916 -0.012 7.93 0.14 -1.90
N 1.170 -0.828 -0.336 -3.09 -2.28 1.95
C 0.608 0.225 0.496 -2.25 -2.59 1.10
C 0.899 1.622 -0.063 -1.67 1.72 -1.35
C -0.831 1.733 -0.172 -0.36 1.46 0.33
C -0.884 0.238 0.144 -0.67 0.39 -0.01
S -2.011 -0.959 -0.032 1.47 1.64 0.32
H 2.774 -1.938 -0.321 0.48 0.30 0.89
H 3.231 -0.337 -0.805 -1.85 -0.67 1.99
H 2.853 -0.613 1.033 -0.74 -0.67 -1.25
H 0.865 -1.842 -0.002 -0.68 3.12 -0.93
H 0.597 -0.019 1.702 0.85 0.99 -2.64
H 1.391 1.678 -1.182 -1.23 -0.49 3.06
H 1.383 2.392 0.622 -0.68 -1.12 -0.96
H -1.305 1.948 -1.194 0.86 -0.02 1.45
H -1.398 2.454 0.655 1.66 -1.92 -2.06


[9]
16
Properties=species:S:1:pos:R:3:forces:R:3 method="wB97M-V/def2-TZVPD" charge=0 smiles=S[C@@H]1C[C@@H]2N[C@@H]2C1 de_lowest_ev=0.802 homo_lumo_gap_ev=9.60
S -1.969 -0.008 0.431 0.54 0.01 0.40
C -0.638 0.019 -0.819 -0.17 -0.08 -0.80
C 0.298 -1.221 -0.755 0.06 0.46 0.17
C 1.509 -0.740 0.016 -0.62 0.23 0.00
N 1.169 -0.025 1.257 0.00 -0.02 0.19
C 1.510 0.738 0.054 0.83 0.45 -0.35
C 0.309 1.243 -0.714 -0.66 0.86 0.50
H -1.112 -0.029 1.501 -0.48 0.01 -0.57
H -1.177 0.052 -1.800 0.33 -0.08 0.87
H -0.190 -2.076 -0.308 -0.15 -0.16 0.17
H 0.622 -1.515 -1.750 0.03 0.02 -0.26
H 2.417 -1.293 -0.012 0.58 -0.37 -0.04
H 1.963 -0.038 1.891 -0.08 -0.01 -0.05
H 2.471 1.294 0.039 -0.83 -0.35 0.00
H -0.211 2.114 -0.219 0.56 -0.89 -0.48
H 0.611 1.567 -1.720 0.05 -0.10 0.23


[10]
17
Properties=species:S:1:pos:R:3:forces:R:3 method="wB97M-V/def2-TZVPD" charge=0 smiles="S=C[C@]1(CS)CCN1" de_lowest_ev=2.077 homo_lumo_gap_ev=8.47
S -3.096 -0.675 -0.486 -0.14 0.00 0.53
C -1.862 -0.534 0.536 0.09 -0.18 -1.77
C -0.501 -0.130 0.031 0.26 1.28 1.28
C 0.362 -1.349 0.044 0.42 -1.95 -0.80
S 2.112 -0.956 -0.385 0.02 -0.46 -0.35
C 0.182 1.004 0.899 -0.69 0.46 -1.02
C 0.387 1.770 -0.460 1.12 -2.14 0.24
N -0.498 0.746 -1.120 0.78 1.00 -0.25
H -1.893 -0.840 1.559 -0.20 -0.08 0.79
H 0.378 -1.755 1.047 -0.10 -0.08 0.34
H -0.051 -2.175 -0.604 0.50 0.97 0.33
H 2.554 -2.203 -0.697 -0.40 0.41 0.18
H 1.087 0.668 1.400 -0.10 0.29 0.15
H -0.512 1.520 1.553 0.03 -0.10 0.30
H 0.040 2.758 -0.607 -0.55 1.04 0.27
H 1.487 1.759 -0.699 -1.03 -0.19 -0.27
H -0.176 0.393 -2.010 -0.03 -0.26 0.04


[11]
17
Properties=species:S:1:pos:R:3:forces:R:3 method="wB97M-V/def2-TZVPD" charge=0 de_lowest_ev=6.829 homo_lumo_gap_ev=7.79
C 0.341 1.934 -1.217 3.46 0.44 0.33
C 0.783 0.512 -0.920 -0.15 1.01 1.53
C 1.819 0.068 -0.205 1.34 -1.91 -0.65
C -1.556 -1.010 -0.328 2.35 1.23 -3.72
C -1.150 -0.601 0.975 6.04 1.07 -0.68
H -0.588 2.349 -0.796 0.30 -0.62 -0.25
H 1.271 2.517 -0.838 -1.78 -0.10 -0.86
H 0.364 1.875 -2.334 -0.39 0.92 0.80
H 2.512 0.709 0.370 -0.44 -0.26 -0.50
H 2.123 -1.069 -0.357 -0.83 2.56 0.80
H -1.935 -0.626 1.525 -5.01 0.64 3.95
H -0.589 0.439 0.941 -1.71 -1.87 0.03
H -0.864 -2.630 2.408 2.66 3.95 -2.32
H 0.760 -0.765 1.908 -3.49 -3.74 -0.39
N -0.124 -1.559 1.504 1.09 -0.02 2.39
S -0.307 -0.576 -1.629 -1.60 -2.26 -0.76
S -2.859 -1.567 -1.008 -1.82 -1.04 0.30


[12]
15
Properties=species:S:1:pos:R:3:forces:R:3 method="wB97M-V/def2-TZVPD" charge=+1 spin_multiplicity=3 de_lowest_ev=3.639 homo_lumo_gap_ev="8.23 / 8.73"
C 0.478 -1.087 -0.445 0.74 -0.28 1.03
C 0.823 0.306 -1.024 -1.19 0.90 1.39
C -0.940 -0.895 0.159 -1.98 -3.72 -3.66
C -0.310 0.996 1.390 0.64 1.13 -0.47
C -0.042 1.182 -0.062 2.98 -4.66 2.51
O -1.268 0.468 0.410 0.24 0.68 -0.81
H 0.601 -1.989 -1.128 -0.50 1.40 0.69
H 1.168 -1.278 0.449 -0.70 0.24 -1.40
H 1.855 0.599 -0.920 0.38 0.06 0.33
H 0.574 0.535 -2.048 -0.49 -0.28 -0.41
H -1.793 -1.325 -0.515 1.59 1.11 1.01
H -1.014 -1.433 1.045 -0.31 -0.68 1.82
H 0.127 0.180 1.955 0.36 0.16 0.05
H -0.726 1.808 1.997 -0.01 -0.10 -0.38
H -0.588 2.607 -0.618 -1.75 4.05 -1.68


[13]
17
Properties=species:S:1:pos:R:3:forces:R:3 method="wB97M-V/def2-TZVPD" charge=-1 de_lowest_ev=6.202 homo_lumo_gap_ev=5.18
C -0.486 -2.005 -0.928 0.01 -0.80 1.49
O -0.139 -1.540 -2.746 -1.97 -2.01 3.84
C 0.328 -1.026 -0.105 2.23 -2.00 -0.96
C 0.101 0.408 -0.442 -1.67 1.41 1.78
C 0.812 1.338 0.513 1.69 1.41 2.56
C 0.433 2.101 1.707 -1.89 -3.44 -5.45
O -0.997 2.344 1.525 0.00 2.00 2.09
O 1.046 2.468 2.677 0.48 1.24 1.32
H -1.588 -1.859 -0.719 0.74 0.19 -0.34
H -0.329 -3.151 -0.854 0.41 1.96 -0.04
H 1.399 -1.310 -0.342 -0.86 0.43 0.36
H 0.237 -1.208 0.969 -0.43 -0.08 -0.06
H -1.002 0.546 -0.382 0.43 0.30 0.02
H 0.344 0.569 -1.458 0.43 0.17 -1.13
H 1.907 1.251 0.577 -0.17 -0.50 -0.41
H -0.900 -2.087 -2.069 0.46 1.09 -4.41
H -1.166 3.160 2.078 0.11 -1.38 -0.66


[14]
17
Properties=species:S:1:pos:R:3:forces:R:3 method="wB97M-V/def2-TZVPD" charge=0 spin_multiplicity=2 de_lowest_ev=1.970 homo_lumo_gap_ev="8.66 / 10.59"
C 0.589 1.956 -2.130 0.06 0.32 -0.23
O 0.640 0.972 -1.129 -0.12 -0.38 -0.17
C -0.335 1.131 -0.141 -0.17 0.29 0.17
C -0.411 -0.099 0.713 -0.96 -0.89 3.04
O -0.782 -1.263 0.042 -0.25 0.17 -0.62
C -0.365 -2.354 0.858 -0.42 0.07 0.62
C 0.505 -1.676 1.892 0.05 -0.30 -0.96
O 0.810 -0.448 1.350 1.14 -0.38 0.78
H -0.421 2.086 -2.552 0.14 -0.13 0.19
H 0.923 2.929 -1.733 -0.03 -0.13 -0.16
H 1.252 1.638 -2.944 -0.10 0.12 0.32
H -1.338 1.299 -0.573 0.23 -0.07 0.05
H -0.100 1.994 0.508 -0.09 -0.21 -0.08
H 0.165 -3.092 0.240 -0.08 0.17 0.05
H -1.253 -2.832 1.311 0.27 0.01 -0.14
H 1.169 -2.226 2.558 0.15 0.66 -0.30
H -1.049 -0.016 1.731 0.19 0.67 -2.55